# 1
The following is a quantum chemistry calculation of a molecular structure, C27H21Cl5F4IrN4OSb, from OMol25.

Summary:
E = -119171.0196 eV
Kohn-Sham gap (alpha / beta) = 0.112 / 0.118 Ha
Maximum force = 0.77 eV/Å
HOMO (alpha / beta) = -15.99 / -16.06 eV

The geometry in ORCA input format:
```
! wB97M-V def2-TZVPD RIJCOSX def2/J DEFGRID3
* xyz 3 2
Ir 0.66 -1.11 -1.03
Cl 3.20 -6.16 -5.14
C 2.78 -4.73 -4.45
C 1.57 -4.70 -3.62
Cl 0.63 -6.08 -3.43
C 1.25 -3.54 -3.02
Cl -0.11 -3.39 -1.97
C 2.04 -2.34 -3.23
O 1.71 -1.26 -2.69
C 3.22 -2.39 -4.09
Cl 4.11 -0.99 -4.29
C 3.59 -3.58 -4.67
Cl 4.98 -3.69 -5.62
F -2.18 0.11 5.53
C -0.93 -0.34 5.58
C -0.31 -0.43 6.77
F -0.97 -0.07 7.84
C 1.05 -0.90 6.89
C 1.71 -1.26 5.65
C 1.07 -1.16 4.47
F 1.70 -1.49 3.34
C -0.28 -0.70 4.36
C -0.90 -0.60 3.12
C -0.28 -0.85 1.89
N 0.03 -0.94 0.79
C -2.27 -0.22 2.92
N -3.35 0.05 2.60
F 2.95 -1.68 5.66
C 1.68 -1.01 8.10
C 2.99 -1.55 8.25
N 4.04 -2.01 8.41
C 1.07 -0.62 9.33
N 0.62 -0.33 10.36
C 0.10 3.90 -2.62
C 0.79 2.79 -1.85
C 1.16 3.14 -0.42
Sb -0.57 1.09 -1.79
C -2.15 1.36 -0.30
C -3.11 0.18 -0.42
C -2.79 2.72 -0.46
C -1.45 0.62 -3.72
C -0.35 0.64 -4.78
C -2.59 1.59 -4.01
H 0.78 4.76 -2.67
H -0.81 4.25 -2.12
H -0.14 3.63 -3.65
H 1.64 2.39 -2.40
H 0.30 3.51 0.15
H 1.91 3.94 -0.43
H 1.60 2.30 0.12
H -1.57 1.30 0.62
H -3.72 0.25 -1.32
H -3.78 0.18 0.43
H -2.60 -0.79 -0.42
H -3.30 2.84 -1.42
H -2.09 3.54 -0.34
H -3.55 2.83 0.31
H -1.83 -0.39 -3.56
H -0.01 1.66 -4.98
H -0.75 0.25 -5.72
H 0.51 0.03 -4.51
H -2.25 2.62 -4.09
H -3.39 1.53 -3.27
H -3.03 1.32 -4.97
*
```

# 2
The following is a quantum chemistry calculation of a molecular structure, C27H21IrN7O6 in a non-equilibrium geometry, from OMol25.

Summary:
E = -53872.3853 eV
Kohn-Sham gap (alpha / beta) = 0.235 / 0.228 Ha
Energy relative to the best compared isomer or geometry (same formula, charge and spin) = 36.31 kcal per mole
Maximum force = 1.80 eV/Å
HOMO (alpha / beta) = -14.17 / -14.73 eV

The geometry in ORCA input format:
```
! wB97M-V def2-TZVPD RIJCOSX def2/J DEFGRID3
* xyz 2 2
Ir -1.71 -0.03 0.50
C 3.28 4.31 1.46
C 2.42 3.09 1.55
C 2.92 1.83 1.24
C 2.11 0.71 1.27
C 0.77 0.81 1.63
N -0.08 -0.30 1.57
C 0.40 -1.52 2.05
C 1.30 -1.50 3.14
C 1.80 -2.67 3.66
C 1.42 -3.91 3.15
C 1.93 -5.18 3.76
C 0.49 -3.93 2.11
C -0.01 -2.77 1.56
N -0.95 -2.90 0.50
C -1.14 -3.96 -0.30
C -2.36 -3.82 -0.93
C -2.87 -2.62 -0.47
N -2.03 -2.05 0.41
C 0.26 2.08 1.94
C 1.07 3.20 1.90
N -1.09 2.21 2.37
C -1.65 3.08 3.22
C -3.00 2.82 3.29
C -3.21 1.75 2.43
N -2.05 1.39 1.87
H 4.31 4.09 1.70
H 2.93 5.10 2.12
H 3.25 4.70 0.43
H 3.96 1.73 0.95
H 2.51 -0.25 0.97
H 1.56 -0.55 3.58
H 2.48 -2.62 4.50
H 2.96 -5.06 4.10
H 1.89 -6.00 3.05
H 1.32 -5.46 4.62
H 0.13 -4.89 1.75
H -0.41 -4.75 -0.35
H -2.81 -4.50 -1.63
H -3.79 -2.12 -0.73
H 0.65 4.17 2.14
H -1.04 3.80 3.75
H -3.73 3.34 3.89
H -4.12 1.22 2.20
O -0.60 1.37 -0.90
C -1.18 0.73 -1.81
O -2.10 -0.14 -1.41
C -0.88 0.87 -3.23
C -1.20 -0.16 -4.12
C -0.87 0.01 -5.44
C -0.25 1.15 -5.93
C 0.05 2.14 -5.01
C -0.24 2.02 -3.67
N 0.73 3.37 -5.48
O 1.09 4.15 -4.63
O 0.87 3.49 -6.67
N -1.18 -1.09 -6.39
O -1.55 -2.14 -5.89
O -1.08 -0.85 -7.56
H -1.69 -1.07 -3.80
H -0.02 1.26 -6.98
H 0.03 2.82 -2.99
*
```

# 3
The following is a quantum chemistry calculation of a molecular structure, C27H21N2O7Pd, from OMol25.

Summary:
E = -49132.0277 eV
Kohn-Sham gap (alpha / beta) = 0.280 / 0.208 Ha
Energy relative to the best compared isomer or geometry (same formula, charge and spin) = 81.20 kcal per mole
Maximum force = 0.66 eV/Å
HOMO (alpha / beta) = -5.53 / -5.69 eV

The geometry in ORCA input format:
```
! wB97M-V def2-TZVPD RIJCOSX def2/J DEFGRID3
* xyz -1 3
Pd 0.57 0.38 0.48
O -5.44 1.07 -2.26
C -5.44 1.33 -1.02
O -6.27 1.96 -0.36
C -4.18 0.81 -0.35
C -3.65 -0.47 -0.91
C -2.23 -0.41 -1.52
N -1.46 0.17 0.79
C -2.14 1.24 1.00
C -3.50 1.52 0.56
C -1.31 2.33 1.70
O -1.92 3.17 2.34
O -0.04 2.24 1.53
H -4.38 -0.95 -1.55
H -2.07 -1.24 -2.20
H -3.93 2.44 0.94
O -3.18 -1.38 0.14
C -1.85 -0.95 -0.02
O -0.90 -1.82 -0.13
C -1.62 0.87 -2.03
C -2.44 1.63 -2.90
C -1.91 2.77 -3.44
C -0.59 3.15 -3.12
C 0.01 4.33 -3.64
C 1.28 4.67 -3.27
C 2.01 3.85 -2.38
C 1.46 2.71 -1.87
C 0.14 2.34 -2.23
N -0.39 1.20 -1.70
H -3.47 1.34 -3.06
H -2.51 3.40 -4.09
H -0.56 4.95 -4.31
H 1.73 5.57 -3.66
H 3.01 4.13 -2.09
H 2.00 2.08 -1.17
C 2.33 -5.74 2.70
C 2.39 -4.28 2.38
C 2.19 -3.32 3.36
C 2.21 -1.96 3.06
C 1.91 -0.99 4.17
C 2.46 -1.55 1.74
C 2.43 -0.09 1.47
O 2.71 0.41 0.34
C 2.66 -2.50 0.73
C 2.89 -2.15 -0.71
C 2.63 -3.85 1.08
H 2.49 -5.91 3.77
H 3.09 -6.30 2.15
H 1.36 -6.16 2.44
H 1.99 -3.63 4.38
H 1.84 -1.52 5.12
H 0.95 -0.48 4.00
H 2.67 -0.21 4.28
H 2.39 0.57 2.34
H 3.73 -1.48 -0.84
H 2.02 -1.65 -1.15
H 3.07 -3.06 -1.28
H 2.78 -4.59 0.30
*
```